Entry 1:
The following is a quantum chemistry calculation of the ion CH3O3 with charge +1 in a non-equilibrium geometry, from the OMol25 dataset.

Bonds (Å) are listed after each position.
Atoms and positions in Å:
1 C -0.9043 0.1563 0.0064  O3 1.605, H5 1.050, H6 1.154, H7 1.186
2 O 2.5666 -0.1712 0.1115  O4 1.163
3 O 0.4664 -0.5571 0.4404  C1 1.605, O4 1.384
4 O 1.4869 0.0946 -0.2295  O2 1.163, O3 1.384
5 H -1.3581 0.4526 0.9055  C1 1.050
6 H -0.6701 0.7876 -0.9310  C1 1.154
7 H -1.5872 -0.7627 -0.3034  C1 1.186

Results
* M: 63.0 u
* total charge: +1
* LUMO level (spin up / spin down): -9.867 / -9.917 eV
* relative energy (zero: lowest compared OMol25 entry of this formula, charge and spin): 5.032 eV
* electronic energy: -7210.816 eV
* gap between HOMO and LUMO (spin up / spin down): 8.93 / 8.86 eV

Entry 2:
The following is a quantum chemistry calculation of a cluster of 2 separate species, CH3O3PS in total in a non-equilibrium geometry, from the OMol25 dataset.

Bonds (Å) are listed after each position.
Atoms and positions in Å:
1 C 1.9364 0.3265 0.1196  O2 1.349, O3 1.324, O4 1.189
2 O 1.6755 0.2792 1.4422  C1 1.349, H7 0.967
3 O 0.9930 -0.3020 -0.5645  C1 1.324, H8 0.970
4 O 2.8836 0.8668 -0.3538  C1 1.189
5 P -2.3412 -0.5574 -1.2412  S6 1.936, H9 1.427
6 S -3.4301 -1.4791 0.0677  P5 1.936
7 H 2.3452 0.7564 1.9504  O2 0.967
8 H 0.3225 -0.6675 0.0342  O3 0.970
9 H -3.2471 -0.4544 -2.3396  P5 1.427

Results
* M: 126.1 u
* LUMO level (spin up / spin down): 0.443 / -2.910 eV
* relative energy (zero: lowest compared OMol25 entry of this formula, charge and spin): 0.000 eV
* multiplicity: 3
* expectation value of S²: 2.01
* electronic energy: -27350.685 eV
* gap between HOMO and LUMO (spin up / spin down): 8.45 / 8.02 eV

Entry 3:
The following is a quantum chemistry calculation of a cluster of 2 separate species, CH3O3PS2 in total in a non-equilibrium geometry, from the OMol25 dataset.

Bonds (Å) are listed after each position.
Atoms and positions in Å:
1 C -0.0613 -0.2531 -0.8418  P5 1.906, S7 1.694, H8 1.136
2 O 1.9403 -0.5260 1.0413  P5 1.722, H10 0.927
3 O 0.8783 1.7861 0.7694  P5 1.472
4 O -0.2566 -0.0840 2.1215  P5 1.519
5 P 0.4812 0.3730 0.8746  C1 1.906, O2 1.722, O3 1.472, O4 1.519
6 S -2.5522 0.6528 -0.9128  H9 1.301
7 S -0.0419 -1.9252 -1.1129  C1 1.694
8 H 0.0746 0.3545 -1.7921  C1 1.136
9 H -2.9000 1.0286 0.2835  S6 1.301
10 H 1.6345 -1.3954 1.1383  O2 0.927

Results
* M: 158.1 u
* total charge: -2
* LUMO level: 5.753 eV
* relative energy (zero: lowest compared OMol25 entry of this formula, charge and spin): 0.000 eV
* electronic energy: -38188.807 eV
* gap between HOMO and LUMO: 5.91 eV

Entry 4:
The following is a quantum chemistry calculation of the ion CH3O3S with charge -1 in a non-equilibrium geometry, from the OMol25 dataset.

Bonds (Å) are listed after each position.
Atoms and positions in Å:
1 C 0.3209 0.8157 0.1227  O4 1.378, S5 2.097, H6 1.085, H7 1.022
2 O -0.8606 -1.5322 0.3000  S5 1.483
3 O -0.0668 -1.1805 -1.8922  S5 1.462
4 O 0.5291 0.2604 1.3669  C1 1.378, H8 1.005
5 S -0.8977 -0.5902 -0.8445  C1 2.097, O2 1.483, O3 1.462
6 H -0.2999 1.6968 -0.0006  C1 1.085
7 H 1.2402 1.1178 -0.2065  C1 1.022
8 H 0.0348 -0.5879 1.1542  O4 1.005

Results
* M: 95.1 u
* total charge: -1
* LUMO level: 4.089 eV
* relative energy (zero: lowest compared OMol25 entry of this formula, charge and spin): 1.521 eV
* electronic energy: -18063.339 eV
* gap between HOMO and LUMO: 7.43 eV